3 unconnected molecules or ions with the total composition C27H48N2O6 in a non-equilibrium geometry, computed with ωB97M-V/def2-TZVPD.

The geometry in XYZ format:
```
83
Properties=species:S:1:pos:R:3:forces:R:3:lowdin_spin:R:1
O -2.336191 3.036238 -1.820473 3.870 -1.583 -2.349 0.000
O 4.143568 -1.976238 -0.432580 -0.572 -2.320 0.016 0.589
O -3.365699 3.217912 1.688057 -0.716 2.280 0.531 0.585
O -0.642507 2.524025 -3.448062 -0.030 -1.101 1.516 0.000
O 1.561281 -1.134572 -2.638672 -0.961 0.228 0.929 0.000
O 1.088566 1.244200 -4.469688 -2.747 1.665 3.804 0.000
N -4.098129 4.317460 2.010071 0.575 -4.294 -0.645 0.332
N 4.211015 -3.333009 -0.397282 1.660 3.988 0.219 0.327
C -6.856076 3.465628 2.665840 -0.030 -0.020 0.018 0.001
C 4.649588 -3.722612 0.983188 -0.371 -1.255 1.683 0.024
C -0.789656 1.160140 0.390222 -0.291 0.138 -1.057 0.000
C 1.668584 -0.068879 -1.673755 -0.425 1.137 -0.006 0.001
C 5.076810 -3.765179 -1.537593 0.128 -1.305 -1.806 0.024
C 0.431166 1.559797 -3.468672 0.784 -1.032 -0.074 0.000
C -4.524930 4.165387 3.439782 -0.121 0.927 1.919 0.024
C 0.255332 -3.227887 -3.266711 -0.683 1.323 -1.205 0.000
C 4.303402 -5.204642 1.270399 0.010 -0.301 -0.196 0.001
C -3.361998 3.709665 4.359539 0.294 -0.383 -0.679 -0.001
C 7.014964 -4.133213 0.112712 0.031 -0.009 0.019 0.001
C -1.285327 2.464333 -2.157117 -2.127 0.398 2.540 0.000
C 3.877610 -2.955126 2.088168 -0.051 0.620 -0.566 -0.001
C -6.368159 3.496017 1.225286 0.063 -0.285 0.373 0.014
C -4.936645 5.533590 4.037428 -0.180 0.288 -0.128 0.001
C 0.505147 0.993830 -1.959802 -0.284 0.483 0.434 0.000
C -5.696610 3.175917 3.611613 -0.126 -0.101 -0.366 0.013
C 6.161185 -3.512745 1.211766 0.156 0.108 -0.340 0.013
C -4.683108 4.195215 -0.468149 0.461 -0.366 0.535 -0.001
C -5.178357 4.450767 0.983297 -0.978 1.404 -1.546 0.024
C 4.739484 -5.226049 -1.917732 0.042 -0.317 0.225 0.001
C -0.519002 1.518129 -1.136270 2.857 -1.049 -3.211 0.000
C 4.787636 -2.993792 -2.856402 -0.318 0.479 0.533 -0.001
C -5.657081 5.920473 0.924547 -0.170 0.213 0.324 0.001
C 0.237695 -1.707856 -2.676511 -0.799 -1.501 0.225 0.000
C -0.273087 -3.123146 -4.804602 -0.209 0.624 0.691 0.000
C 6.586137 -3.608416 -1.248965 0.098 0.195 0.398 0.013
H -1.297526 -2.586780 -4.778085 1.496 -1.024 -0.103 0.000
H -5.460868 4.458534 -1.191301 -0.100 0.129 0.332 0.000
H -5.940168 5.849824 3.754665 0.090 0.012 -0.121 0.000
H -0.498560 -1.136769 -3.357147 1.270 -0.449 1.076 0.000
H -0.406465 -4.146183 -5.286542 0.323 1.420 0.514 0.000
H -3.671729 3.709537 5.407432 -0.236 0.182 -0.188 0.000
H -1.033134 0.032641 0.460287 0.282 1.846 -0.146 0.000
H 8.066558 -3.881281 0.285148 -0.081 -0.060 -0.020 0.001
H -4.227083 6.319546 3.755914 -0.111 -0.138 -0.046 0.001
H -3.801540 4.800146 -0.700521 -0.098 -0.159 0.108 0.000
H 3.721043 -3.012365 -3.103173 0.123 0.077 0.137 0.000
H -1.670628 1.789010 0.752832 1.279 -0.923 -0.325 0.000
H -6.082163 2.474850 0.943777 0.189 0.136 -0.001 0.002
H -6.523536 6.018613 0.263158 0.171 -0.183 -0.029 0.000
H -3.028910 2.690073 4.145759 -0.025 0.206 -0.199 -0.001
H 4.139431 -3.332574 3.079600 0.108 -0.230 -0.243 0.000
H 6.385728 -2.441437 1.267487 -0.177 -0.005 -0.081 0.002
H 2.796212 -3.069343 1.963494 0.110 0.016 -0.052 0.000
H 6.954775 -5.225386 0.135907 -0.050 0.015 0.032 0.000
H 6.458192 -3.935371 2.177782 -0.304 0.004 -0.024 0.001
H 0.154086 1.345031 1.010246 -1.407 -0.093 -0.955 0.000
H 5.006643 -5.910934 0.830299 -0.081 0.059 -0.109 0.000
H -6.061810 3.200403 4.644127 0.263 0.156 -0.022 0.001
H 2.711572 0.411245 -1.795526 -1.758 -0.745 -0.043 0.000
H -7.204613 3.763193 0.570927 0.270 0.150 -0.080 0.001
H 1.295413 -3.690343 -3.261213 -1.433 0.599 0.363 0.000
H 5.109187 -1.951044 -2.811960 -0.141 -0.091 0.148 0.000
H -7.346846 4.409459 2.921397 0.055 0.007 0.029 0.000
H 3.732697 -5.295318 -2.340156 0.064 0.118 0.080 0.001
H -0.230515 -1.756985 -1.619114 0.852 0.260 -1.445 0.000
H 0.409565 -2.420088 -5.412095 -0.888 -1.358 0.855 0.000
H 4.112003 -1.886918 2.103069 -0.081 -0.143 -0.237 -0.001
H 5.326090 -3.449914 -3.692444 0.025 -0.203 0.289 0.000
H 3.293447 -5.450817 0.924050 0.164 0.070 -0.032 0.001
H -0.526780 -3.814527 -2.680129 1.353 0.510 -0.681 0.000
H -4.954162 5.495014 5.130749 0.124 -0.218 -0.149 0.000
H -4.434785 3.148413 -0.648481 0.082 0.185 0.179 0.000
H 5.437778 -5.600142 -2.672948 -0.054 0.238 0.022 0.000
H 7.172373 -4.110858 -2.025636 -0.303 0.026 -0.078 0.001
H 4.333302 -5.413747 2.343940 0.006 0.275 -0.093 0.000
H -5.349282 2.151136 3.436965 0.141 0.108 -0.078 0.003
H -7.616923 2.685776 2.776011 0.036 0.095 -0.002 0.001
H 6.862043 -2.547978 -1.304599 -0.232 -0.022 -0.002 0.002
H -5.965184 6.339032 1.877972 0.017 -0.072 0.066 0.000
H 1.609651 -0.406572 -0.581656 -0.110 0.099 -1.479 0.000
H -4.869932 6.570231 0.531150 0.007 -0.154 0.050 0.001
H -2.501930 4.380068 4.266835 -0.093 -0.068 -0.056 0.000
H 4.786780 -5.934272 -1.096096 0.021 0.064 0.080 0.000
```
Positions in Å, forces in eV/Å.

Properties
charge	0
multiplicity	3
HOMO level (alpha / beta)	-8.939 / -9.578	eV
frontier orbital gap (alpha / beta)	8.4 / 9.1	eV

9 unconnected molecules or ions with the total composition C27H48N3O15 in a non-equilibrium geometry, computed with ωB97M-V/def2-TZVPD.

The geometry in XYZ format:
```
93
Properties=species:S:1:pos:R:3:forces:R:3:lowdin_charge:R:1
O -53.382613 20.007886 28.761844 0.643 2.028 1.018 -0.065
O -53.161186 20.976044 23.954672 -3.637 -2.145 2.437 0.074
O -55.150267 20.739707 27.791768 0.435 2.079 1.018 -0.143
O -56.521776 17.039181 24.700216 0.053 -1.664 -3.126 -0.089
O -57.807915 20.910024 27.651143 -0.558 0.952 0.990 -0.099
O -53.364919 17.149488 23.009390 3.167 1.513 -1.585 -0.032
O -59.732307 23.519006 21.111642 3.829 -1.189 -1.844 0.043
O -55.607211 17.540237 26.452909 4.617 0.997 3.328 -0.047
O -61.940565 17.125268 24.278324 0.243 0.043 0.047 0.094
O -48.590724 15.498712 29.083377 0.383 -3.406 0.685 -0.149
O -55.461023 21.434114 18.402278 -0.478 0.562 0.198 0.060
O -57.451218 16.586594 26.525825 -3.169 -3.020 2.642 0.037
O -50.878585 23.402169 23.379633 -0.497 1.632 1.103 -0.037
O -58.758396 21.613046 24.190432 -2.422 -1.444 -0.200 0.044
O -55.302054 19.731947 29.739904 1.330 3.429 -0.244 -0.024
N -53.847885 19.480478 25.700928 1.454 -2.525 -4.866 0.129
N -56.484727 16.899750 25.936943 -1.009 4.063 -3.357 -0.668
N -54.568714 20.390194 28.905842 -1.924 -7.458 -2.082 -0.462
C -58.699873 23.071491 20.487027 -3.216 0.504 2.410 -0.396
C -61.912189 19.474742 23.782090 5.088 3.463 0.155 0.124
C -57.814280 21.908453 18.219520 -2.319 5.774 11.560 0.166
C -58.141711 22.292978 27.474416 2.576 -1.669 -3.935 -0.488
C -50.472007 22.230975 22.788558 5.414 1.266 0.548 -0.478
C -53.317344 16.711095 20.519212 -0.867 -1.210 1.478 -0.046
C -59.156414 19.362778 24.779132 -0.769 -1.279 1.695 0.072
C -58.882592 22.723559 19.098926 5.528 -3.690 -5.508 0.072
C -56.434642 21.875160 18.998221 -0.504 -1.988 -2.122 -0.416
C -49.272496 16.276341 26.951730 4.534 -0.522 1.249 -0.035
C -59.596976 20.684024 24.248283 2.279 -0.865 -0.089 -0.395
C -51.543428 18.102377 21.795401 2.102 -2.672 0.453 -0.065
C -55.489558 20.639843 24.028137 -1.244 -1.505 4.165 0.041
C -52.460160 19.008449 26.028675 0.414 7.101 1.787 0.019
C -57.422100 23.195455 28.544603 2.351 0.064 -2.104 -0.053
C -59.629439 22.405526 27.269248 0.897 3.974 2.066 -0.073
C -48.960779 16.742408 28.449374 0.427 -3.174 -3.428 -0.434
C -53.026759 17.730982 21.692455 3.220 -8.020 1.160 -0.403
C -60.965154 20.660557 23.754083 -4.463 -4.517 0.251 0.047
C -61.265837 18.136380 24.292852 -3.186 1.660 -1.514 -0.410
C -49.349655 22.710524 21.726267 -1.773 -0.911 1.160 -0.040
C -59.952048 18.218257 24.795539 2.462 5.592 -0.967 0.031
C -57.393358 22.838143 21.151584 4.165 -0.992 -2.338 0.037
C -49.928819 21.162043 23.780105 -0.779 -0.840 -3.611 -0.027
C -50.113844 17.403725 29.080556 -3.166 -1.408 -1.606 -0.058
C -56.258170 22.280584 20.407903 -1.598 3.052 3.410 0.029
C -54.165031 20.435764 24.511366 7.335 1.787 -1.245 -0.245
H -61.311581 21.581948 23.428797 -0.883 1.587 -0.837 0.067
H -59.697813 23.390522 26.721966 -0.822 -0.722 0.902 0.102
H -48.027749 17.240803 28.498297 0.557 1.450 -0.154 0.113
H -57.259137 23.313631 22.128424 -0.125 -0.561 -0.209 0.110
H -50.084385 17.536920 30.077854 0.718 -0.170 3.712 0.039
H -53.139345 17.031357 19.515059 -0.424 1.261 -0.618 0.047
H -51.209689 21.814493 22.281218 -3.559 -2.059 -2.324 0.065
H -51.154854 16.959225 28.911572 1.572 -0.597 0.086 0.124
H -54.400264 18.609530 25.561197 -0.809 -0.212 0.282 0.125
H -51.744474 23.344342 23.792813 -0.005 -0.401 0.075 0.089
H -55.700139 21.542305 23.601779 -0.318 2.748 -0.369 0.069
H -57.959148 21.771625 17.256188 -0.394 -0.900 -4.420 0.024
H -50.449136 18.359298 28.820902 0.731 2.062 -1.435 0.060
H -52.510158 15.970883 20.538804 -0.466 -0.541 0.671 0.063
H -51.821190 20.034155 26.363888 -1.470 -3.136 -1.434 0.184
H -56.198052 20.236557 24.761095 -0.283 0.797 0.037 0.105
H -60.160463 22.354027 28.244270 0.521 1.089 0.071 0.089
H -54.245550 16.983880 23.229317 -2.761 -0.231 -0.081 0.031
H -50.704967 17.244371 22.087575 -2.466 1.798 -1.086 0.148
H -48.331616 14.603132 28.550339 -1.319 4.094 1.229 0.156
H -51.196048 18.679190 20.941732 -0.016 -0.293 -0.376 0.076
H -58.236985 19.476893 25.422742 -0.851 -0.737 -0.952 0.124
H -59.592202 17.421839 25.257751 1.661 -3.647 1.952 0.061
H -48.505667 15.374017 26.675595 -1.910 2.321 0.427 0.122
H -52.390339 18.380570 26.838038 -1.144 -0.913 2.666 0.051
H -49.205856 17.045096 26.226062 0.454 0.910 -0.763 0.046
H -51.464563 18.771596 22.602848 0.009 0.944 1.216 0.007
H -49.281915 21.785744 21.115720 1.591 0.225 0.681 0.065
H -59.643756 23.201775 18.533613 -1.074 -0.106 -0.001 0.082
H -57.029559 24.256518 28.151387 -1.731 -2.091 1.233 0.120
H -50.661616 20.938720 24.409078 -3.625 0.533 3.684 -0.021
H -57.887137 23.018605 29.469984 -1.446 1.119 1.340 0.046
H -50.232875 15.963914 26.920721 -3.047 -1.519 -0.010 0.020
H -54.377817 16.198349 20.576540 2.195 1.057 0.016 0.115
H -53.343299 18.589906 21.449787 -3.964 6.475 -1.006 0.045
H -56.859211 21.046572 27.784446 0.654 -1.497 0.291 -0.001
H -57.558896 22.391127 26.342106 -1.738 1.062 2.700 0.165
H -54.170625 19.838923 26.503844 -2.467 2.515 4.527 0.028
H -55.634212 19.995792 23.277921 -0.300 -2.968 -3.199 0.072
H -50.092478 20.107596 23.467106 1.273 0.395 -1.372 0.080
H -52.119437 18.383365 25.348960 1.972 -1.891 -4.307 0.026
H -55.059378 22.350290 20.799860 -3.861 -0.506 -1.046 0.190
H -60.266259 21.739170 26.835196 -0.421 -2.569 -2.383 0.020
H -48.548392 23.136895 22.448227 -0.740 -0.850 -2.172 0.109
H -49.078167 21.208921 24.353325 2.374 0.808 0.742 0.055
H -56.447716 22.718571 28.873331 -0.685 0.149 -1.218 0.067
H -62.946819 19.488547 23.368643 1.064 0.111 0.468 0.106
H -49.768795 23.370216 20.912731 0.408 0.186 1.524 0.073
```
Positions in Å, forces in eV/Å.

Properties
charge	-1
multiplicity	1
HOMO level	-5.898	eV
ΔE to the lowest compared entry with this formula, charge and spin	2.191	eV
frontier orbital gap	5.0	eV